# 1
This record from the OMol25 dataset describes the molecule C3H7NO. The level of theory is ωB97M-V/def2-TZVPD.

- orbital gap (Eh) = 0.334
- relative energy (zero: lowest compared OMol25 entry of this formula, charge and spin) (kcal/mol) = 33.37
- structure (SMILES) = C=C(N)CO
- lowest unoccupied orbital energy (eV) = 0.872
- calculated total energy (eV) = -6761.30330

XYZ file:
```
12
Properties=species:S:1:pos:R:3:forces:R:3
C 0.212744 1.456710 -0.477106 -0.11 -0.03 0.01
C 0.399065 0.218503 -0.038457 -0.24 -0.07 -0.06
N 1.651054 -0.317689 0.262023 0.08 -0.11 0.03
C -0.721253 -0.784433 0.092338 0.28 -0.23 0.08
O -1.956073 -0.204731 -0.247280 -0.25 0.11 -0.06
H -0.763312 1.787787 -0.770742 -0.23 0.04 -0.04
H 1.029093 2.151915 -0.565465 0.23 0.11 0.00
H 2.370581 0.379819 0.382019 0.00 -0.12 0.05
H 1.656001 -1.008864 0.997626 0.05 0.08 0.02
H -0.494512 -1.639849 -0.563794 0.02 0.11 0.12
H -0.744794 -1.157415 1.131602 0.08 0.04 -0.14
H -2.638594 -0.881754 -0.202762 0.10 0.06 -0.01
```
Positions in Å, forces in eV/Å.

=====

# 2
This record from the OMol25 dataset describes the molecule C15H12BCl2N3O4. The level of theory is ωB97M-V/def2-TZVPD.

- orbital gap (Eh) = 0.305
- relative energy (zero: lowest compared OMol25 entry of this formula, charge and spin) (kcal/mol) = 31.79
- structure (SMILES) = Cc1nc2c([N+](=O)[O-])c(Cl)c(Cl)cc2n1Cc1ccccc1B(O)O
- lowest unoccupied orbital energy (eV) = -0.407
- calculated total energy (eV) = -54130.27985

XYZ file:
```
37
Properties=species:S:1:pos:R:3:forces:R:3
C 2.361218 0.385042 2.612973 2.51 -1.39 0.19
C 1.025191 0.450928 2.056954 -3.18 -0.78 0.10
N 0.033092 -0.313194 2.546604 0.96 0.27 0.18
C -1.050146 -0.149241 1.734746 -0.03 0.75 -0.68
C -2.332314 -0.757936 1.770500 1.53 0.66 0.41
N -2.416832 -1.992845 2.581486 -0.83 -1.09 0.78
O -1.859434 -2.945541 2.008710 -0.60 0.90 1.04
O -2.995717 -2.052845 3.672384 1.26 0.38 -2.38
C -3.272533 -0.356472 0.865744 -0.13 -0.28 -1.36
Cl -4.735281 -1.281242 0.727221 0.11 0.45 0.08
C -2.909731 0.612255 -0.143323 -1.90 -0.75 0.62
Cl -4.082514 1.329860 -1.197528 -0.44 -0.43 0.05
C -1.671385 1.113112 -0.267884 1.09 1.45 0.40
C -0.752715 0.738108 0.675742 1.89 -0.21 2.58
N 0.597903 1.148672 0.952907 -1.03 -0.35 -0.39
C 1.432280 1.771822 -0.071824 -2.13 1.14 -0.42
C 1.164502 1.049085 -1.365141 2.35 -0.49 -0.16
C 1.115468 1.728073 -2.548198 -1.06 1.17 -0.16
C 0.734607 1.154971 -3.737964 1.27 0.54 -0.22
C 0.740294 -0.205846 -3.840854 -0.82 -0.23 1.46
C 0.907041 -0.970203 -2.666644 -1.00 -0.14 -0.41
C 1.129110 -0.334691 -1.455183 0.42 -1.71 0.73
B 1.107256 -1.424389 -0.282871 -2.67 0.49 1.28
O -0.172117 -2.021029 -0.198578 0.98 0.28 -1.19
O 1.979701 -1.616566 0.755266 0.48 -0.17 -1.55
H 2.853676 1.283419 2.964133 -0.39 0.40 0.11
H 2.443764 -0.408171 3.393247 -0.67 0.91 -0.23
H 3.059240 -0.076329 1.877188 -0.50 0.71 0.06
H -1.486226 1.979858 -0.884637 0.03 -0.30 -0.50
H 2.416542 1.859395 0.308142 1.21 -0.46 0.06
H 1.124546 2.831776 -0.276067 0.03 -0.70 0.59
H 1.177872 2.787905 -2.624479 0.13 0.91 0.65
H 0.557134 1.860570 -4.553018 -0.01 -0.66 -0.08
H 0.369150 -0.542518 -4.748966 -0.29 -1.45 -1.49
H 0.590422 -2.031739 -2.515730 0.72 0.78 -1.12
H -0.680392 -2.423618 0.522251 0.68 -0.13 0.20
H 1.497330 -2.180435 1.352692 0.01 -0.49 0.78
```
Positions in Å, forces in eV/Å.

=====

# 3
This record from the OMol25 dataset describes a structure of composition CH4INOS. The level of theory is ωB97M-V/def2-TZVPD.

- orbital gap (spin up / spin down) (Eh) = 0.264 / 0.264
- relative energy (zero: lowest compared OMol25 entry of this formula, charge and spin) (kcal/mol) = 58.08
- lowest unoccupied orbital energy (spin up / spin down) (eV) = -1.985 / -1.981
- calculated total energy (eV) = -23571.59588

XYZ file:
```
9
Properties=species:S:1:pos:R:3:forces:R:3
C 0.949466 -1.130032 -0.532850 1.20 5.37 -0.80
N -0.422488 1.303854 1.600947 0.11 -1.17 -1.50
O -0.480579 1.423485 -0.936188 -0.14 1.51 -2.57
S -0.492882 0.613264 0.210647 0.97 -2.36 3.02
I -2.536082 -0.962307 0.144446 0.25 0.42 0.09
H 0.857814 -0.620058 -1.613072 0.28 -1.57 2.59
H 1.918816 -0.869356 0.036515 -1.67 -0.48 -1.09
H 0.562161 -2.081708 -0.359988 -0.98 -1.23 0.30
H -0.356226 2.322854 1.449539 -0.03 -0.49 -0.05
```
Positions in Å, forces in eV/Å.

=====

# 4
This record from the OMol25 dataset describes the ion C9H12N3 with charge +1. The level of theory is ωB97M-V/def2-TZVPD.

- orbital gap (spin up / spin down) (Eh) = 0.279 / 0.279
- relative energy (zero: lowest compared OMol25 entry of this formula, charge and spin) (kcal/mol) = 97.28
- structure (SMILES) = CC[C@H]1CC=C/C(=N/C#N)C1=[NH2+]
- lowest unoccupied orbital energy (spin up / spin down) (eV) = -6.197 / -6.198
- calculated total energy (eV) = -13987.22623
- charge = +1

XYZ file:
```
24
Properties=species:S:1:pos:R:3:forces:R:3
C 0.879663 0.535366 1.520424 -2.03 -3.24 2.35
C 1.302097 -0.305018 0.371521 -2.39 -0.67 0.00
C 0.246959 -0.595783 -0.714246 -1.86 -0.21 -0.40
C -1.014480 -1.378216 -0.220969 1.35 -0.07 3.34
C -1.973239 -0.515020 0.518752 1.04 2.82 -3.76
C -2.286825 0.704346 -0.004526 -0.78 0.31 1.53
C -1.490500 1.294424 -0.993910 3.19 1.10 -2.84
N -1.527669 2.456202 -1.520662 -3.49 0.06 1.72
C -1.041133 3.235361 -2.412609 -0.94 -1.38 2.07
N -0.687878 4.108471 -3.047720 1.40 2.16 -2.37
C -0.239386 0.642338 -1.410864 1.37 -2.28 0.76
N 0.522801 1.082483 -2.340538 -0.61 2.17 -1.51
H 1.002931 1.468114 1.199271 -0.68 4.45 -0.93
H 1.618170 0.500214 2.359067 -0.84 -0.61 -0.48
H -0.210586 0.213726 1.823802 2.31 1.20 0.02
H 1.516057 -1.212536 0.786479 1.01 -2.77 0.60
H 2.150382 0.140275 0.037437 2.65 0.89 -1.76
H 0.497234 -1.176793 -1.588491 1.48 -0.57 0.10
H -0.799751 -2.278804 0.452003 0.30 1.23 -1.11
H -1.643186 -1.732762 -0.970763 -0.51 -0.95 -1.96
H -2.468568 -0.959854 1.262580 -2.13 -1.20 2.97
H -3.005403 1.462597 0.311631 -0.32 -0.83 0.61
H 1.442027 0.701880 -2.571004 -0.42 -0.20 0.24
H 0.220248 1.940106 -2.907639 0.88 -1.41 0.80
```
Positions in Å, forces in eV/Å.

=====

Largest force on an atom (computed, eV Å⁻¹): 0.36 3.27 5.56 4.81